# 1
Entry from the OMol25 dataset: the molecule C20H23N3O4S (the ωB97M-V functional and the def2-TZVPD basis).

```
51
Properties=species:S:1:pos:R:3:forces:R:3:mulliken_charge:R:1
C 2.47343 2.06487 -4.02334 0.10 -0.19 0.35 -1.16
C 3.02327 1.88857 -2.61044 -0.05 0.33 -0.24 -0.35
O 3.19280 0.53133 -2.25699 0.06 -0.21 0.06 -0.45
C 2.10955 -0.20707 -1.87802 -0.18 -0.17 0.04 0.15
C 2.40157 -1.55357 -1.58726 0.17 0.07 -0.07 -0.25
C 1.44338 -2.43962 -1.15738 -0.12 0.16 -0.05 -0.72
C 0.14469 -1.96445 -1.00648 -0.03 0.80 -0.19 0.36
N -1.00447 -2.59248 -0.59156 -0.53 -0.39 0.16 -0.79
C -1.93182 -1.68285 -0.65734 0.04 0.01 -0.05 0.12
S -3.57863 -2.05256 -0.20770 -0.52 -0.06 -0.09 -0.18
C -4.49089 -0.54841 -0.73031 0.56 -0.41 -0.01 -0.80
C -3.98625 0.66138 0.04005 -0.53 -0.38 -0.06 0.41
O -3.47035 1.60495 -0.52957 0.29 0.31 -0.13 -0.67
N -4.12739 0.56703 1.37353 -0.38 0.13 0.29 -0.16
C -3.27390 1.35507 2.25271 0.21 0.05 -0.07 -1.45
C -1.88798 0.75715 2.24194 0.07 0.04 0.07 0.84
C -1.68626 -0.53702 2.69549 0.05 0.16 0.01 -0.89
C -0.44805 -1.13730 2.56526 0.04 -0.06 0.02 -0.58
C 0.62795 -0.47071 1.99160 0.13 0.10 -0.03 1.56
O 1.85590 -1.04493 1.81825 -0.23 0.40 -0.08 -0.33
C 2.01824 -2.40046 2.15913 0.03 -0.17 0.05 -1.12
C 0.44339 0.85957 1.56647 0.00 0.04 0.10 -0.01
O 1.38148 1.67123 1.00044 -0.39 -0.12 -0.04 -0.41
C 2.75812 1.39987 1.15962 0.48 0.00 -0.02 -0.80
C -0.81793 1.43500 1.68231 0.12 -0.15 0.11 -0.62
N -1.48890 -0.46681 -1.09878 0.18 -0.09 -0.07 0.27
C -0.14208 -0.61888 -1.31757 0.39 -0.67 0.01 -0.64
C 0.81691 0.27806 -1.75618 0.24 0.24 -0.12 0.31
H 2.40850 3.12282 -4.26246 -0.03 0.12 -0.05 0.38
H 3.13342 1.57984 -4.73824 0.05 -0.02 -0.08 0.32
H 1.48554 1.62051 -4.11396 -0.09 0.00 -0.05 0.30
H 2.38984 2.40124 -1.87685 0.08 -0.04 0.01 0.21
H 4.03072 2.31147 -2.55227 -0.17 0.01 0.05 0.43
H 3.42547 -1.86957 -1.71293 0.13 -0.04 -0.02 0.45
H 1.68411 -3.46906 -0.94685 0.04 -0.14 0.03 0.53
H -4.37035 -0.39908 -1.80298 -0.06 0.13 0.12 0.40
H -5.53426 -0.76283 -0.50301 -0.01 -0.01 0.00 0.42
H -4.42975 -0.32651 1.73588 0.10 0.07 -0.13 0.34
H -3.25258 2.37600 1.86921 -0.04 -0.06 0.15 0.36
H -3.71282 1.34529 3.25203 0.01 0.06 -0.08 0.48
H -2.49488 -1.09443 3.14501 -0.11 -0.09 0.05 0.39
H -0.33198 -2.15330 2.90345 0.07 -0.12 0.01 0.38
H 1.91429 -2.55817 3.23815 -0.02 0.00 -0.05 0.35
H 1.30856 -3.03475 1.62151 0.00 0.00 0.03 0.44
H 3.03265 -2.65260 1.85433 -0.06 -0.06 0.03 0.29
H 3.07817 0.55128 0.55315 -0.02 0.10 0.06 0.16
H 3.26746 2.30332 0.82282 0.00 -0.05 0.03 0.27
H 3.00905 1.21232 2.20578 -0.01 0.02 -0.04 0.35
H -0.93928 2.44082 1.31171 -0.01 0.16 -0.07 0.35
H -2.00241 0.39875 -1.17929 -0.14 0.03 0.08 0.21
H 0.54475 1.29968 -1.96207 0.07 0.16 -0.05 0.55
```
Positions in Å, forces in eV/Å.

Output
- Energy above the lowest of the compared OMol25 structures with the same formula, charge and spin: 1.143 eV
- SMILES: CCOc1ccc2nc(SCC(=O)NCc3ccc(OC)c(OC)c3)[nH]c2c1
- Kohn-Sham gap: 7.919 eV
- E_HOMO: -7.447 eV
- Energy: -1639.353271 a.u.

# 2
Entry from the OMol25 dataset: a structure of composition C20H23N5ORu (the ωB97M-V functional and the def2-TZVPD basis).

```
50
Properties=species:S:1:pos:R:3:forces:R:3:mulliken_charge:R:1
Ru 0.11899 -0.13914 -1.38117 -0.29 0.26 0.46 0.34
C -0.29315 1.24049 1.10194 0.01 -0.12 0.26 -1.11
N 0.12712 1.69918 -0.25202 -0.03 -0.87 -0.39 0.32
C 1.52111 2.26171 -0.23404 0.35 0.06 -0.04 -0.99
C 2.52558 1.33289 -0.86817 0.28 0.24 0.06 0.78
C 3.84971 1.68662 -1.04200 -0.22 -0.14 0.03 -0.98
C 4.72056 0.76775 -1.62072 0.13 0.01 -0.02 -0.20
C 4.25939 -0.48408 -2.02910 -0.23 -0.01 0.05 -0.90
C 2.92700 -0.77671 -1.84943 0.41 -0.10 -0.09 0.02
N 2.08683 0.11587 -1.27510 -0.10 0.03 -0.02 0.10
C -0.89884 2.60979 -0.84584 -0.24 0.24 -0.16 -0.76
C -1.99268 1.83016 -1.53288 -0.18 0.16 0.03 0.63
C -3.17310 2.39554 -1.96908 0.14 -0.10 0.08 -1.06
C -4.06374 1.61388 -2.70325 -0.08 0.02 -0.05 -0.16
C -3.77197 0.27807 -2.97743 0.18 0.01 0.11 -0.87
C -2.59464 -0.24257 -2.48866 -0.36 -0.06 -0.16 0.02
N -1.72821 0.52249 -1.78610 0.12 0.01 -0.04 0.12
C 0.03506 -1.10973 1.62245 0.07 -0.32 0.32 1.40
C 1.03156 -1.96347 2.38727 0.09 0.18 -0.23 -1.23
C 1.22386 -3.26595 2.03619 0.03 -0.14 0.03 -0.24
C 0.57511 -3.79545 0.90762 0.02 0.03 0.16 -0.89
C -0.08576 -2.89799 0.03557 -0.06 -0.02 0.13 -0.28
N -0.29597 -1.62227 0.30093 0.13 0.17 -0.50 0.01
H -0.18449 2.06203 1.81404 0.00 0.06 -0.06 0.60
H -1.33984 0.92844 1.04949 -0.02 0.05 -0.05 0.44
H 1.54338 3.21848 -0.75689 -0.12 0.00 0.00 0.63
H 1.82678 2.46006 0.79617 -0.10 0.00 0.02 0.46
H 4.19850 2.66496 -0.73563 0.02 -0.01 0.02 0.52
H 5.76415 1.02626 -1.75897 -0.01 0.02 -0.01 0.48
H 4.91714 -1.21175 -2.48492 0.01 0.01 -0.01 0.47
H 2.50573 -1.72555 -2.16979 -0.01 0.01 0.02 0.47
H -1.31407 3.27509 -0.08297 0.07 -0.01 0.04 0.50
H -0.41826 3.25001 -1.58813 0.09 -0.03 0.03 0.62
H -3.39504 3.43440 -1.75818 0.01 0.01 -0.01 0.51
H -4.98801 2.04865 -3.06620 0.01 0.02 0.00 0.48
H -4.44386 -0.34134 -3.55614 -0.01 -0.02 0.01 0.47
H -2.32193 -1.28115 -2.65320 0.01 0.03 -0.01 0.45
H 1.52448 -1.50476 3.23681 -0.01 -0.01 -0.01 0.59
H 1.90025 -3.89102 2.60832 -0.02 0.01 0.03 0.57
H 0.67914 -4.83859 0.63812 -0.04 0.01 -0.05 0.54
H -0.40467 -3.25450 -0.94099 0.07 -0.01 -0.02 0.60
C -1.09226 -0.32476 3.84565 -0.12 0.07 0.43 -1.55
C -1.15199 -1.16398 2.63285 0.00 -0.01 -0.33 0.47
N -2.10997 -2.00459 2.46584 -0.12 0.05 0.14 -0.03
O 0.55871 0.19053 1.51263 -0.06 0.18 0.10 -0.32
H -1.96361 0.33984 3.89303 0.04 0.03 -0.13 0.45
H -0.18357 0.26278 3.91592 0.04 0.03 -0.05 0.40
H -1.17698 -0.94067 4.74927 0.05 -0.07 -0.07 0.51
H -2.81899 -2.11621 3.19061 -0.03 -0.03 0.01 0.37
H -2.21451 -2.61978 1.66625 0.11 0.08 -0.09 0.20
```
Positions in Å, forces in eV/Å.

Output
- Spin multiplicity: 5
- Energy above the lowest of the compared OMol25 structures with the same formula, charge and spin: 2.501 eV
- Total charge: +4
- Kohn-Sham gap (spin up / spin down): 6.512 / 6.679 eV
- E_HOMO (spin up / spin down): -21.325 / -22.135 eV
- Energy: -1218.167224 a.u.